{
  "formula": "C6H10O",
  "method": "ωB97M-V with the def2-TZVPD basis set",
  "e_homo_ev": [-7.66, -7.00],
  "symbols": ["C", "C", "C", "C", "C", "C", "O", "H", "H", "H", "H", "H", "H", "H", "H", "H", "H"],
  "positions_angstrom": [[-0.6797, -0.6397, -1.1624], [0.1858, -1.6448, -1.5990], [-0.2596, -0.0492, 0.4338], [0.7749, 0.8318, 0.6494], [-1.2849, -0.6772, 1.3707], [1.3523, 2.0917, 0.2811], [1.1410, -0.4919, 0.7233], [-0.8344, 0.1998, -1.9160], [-1.6361, -1.0555, -0.9642], [0.2133, -2.5866, -1.0730], [0.9378, -1.2824, -2.2710], [-0.6968, -1.4230, 1.9899], [-2.1527, -1.0895, 0.7497], [-1.5693, 0.2049, 1.9786], [2.4665, 2.1478, 0.4832], [0.9938, 2.9341, 1.0782], [1.0481, 2.5296, -0.7523]],
  "forces_ev_per_a": [[-0.979, 2.845, 0.518], [1.192, -0.154, -0.215], [-1.391, -2.903, -2.424], [-0.560, -0.344, 0.798], [0.308, 0.989, 0.091], [0.733, 3.621, 0.969], [0.829, 0.694, -0.481], [0.468, -0.793, 1.096], [-1.011, -0.106, 0.127], [0.266, -0.139, -0.285], [0.674, -0.747, -0.222], [-1.155, 0.715, -0.653], [1.230, 0.430, 1.540], [-0.529, -0.973, 0.238], [-1.179, -0.378, -0.777], [0.434, -1.810, -1.829], [0.672, -0.946, 1.510]],
  "nbo_charge": [-0.4958, -0.3156, 0.2224, 0.2377, -0.6533, -0.6967, -0.4697, 0.2062, 0.1971, 0.1826, 0.1773, 0.2469, 0.2185, 0.2266, 0.2485, 0.2344, 0.2328]
}

***

{
  "formula": "C6H10O",
  "method": "ωB97M-V with the def2-TZVPD basis set",
  "e_homo_ev": -9.09,
  "symbols": ["C", "C", "C", "C", "O", "C", "C", "H", "H", "H", "H", "H", "H", "H", "H", "H", "H"],
  "positions_angstrom": [[1.8055, -0.4935, -0.2256], [0.7601, 0.3157, 0.4845], [0.1043, 1.4259, -0.4626], [-1.2007, 0.7859, -0.0148], [-1.6795, -0.1582, -0.9662], [-1.3183, -1.2621, -0.1155], [-0.5813, -0.3526, 0.8625], [2.1884, -1.3114, 0.3892], [2.6166, 0.1849, -0.5004], [1.3862, -0.9178, -1.1476], [1.1186, 0.7925, 1.3986], [0.2143, 2.5055, -0.2462], [0.3383, 1.2849, -1.5323], [-1.9162, 1.4264, 0.4858], [-0.7914, -2.0426, -0.6759], [-2.2212, -1.6980, 0.3387], [-0.8237, -0.4854, 1.9278]],
  "forces_ev_per_a": [[0.235, -0.099, 0.001], [0.651, 0.485, -0.315], [0.214, -0.593, 0.618], [-0.689, 0.080, 0.598], [-0.516, -0.068, -0.234], [0.027, -0.287, -0.150], [-0.374, 1.044, -0.423], [0.084, 0.038, -0.041], [0.152, -0.258, -0.068], [0.121, 0.062, 0.169], [0.308, -0.072, -0.110], [0.161, -0.675, 0.308], [-0.295, -0.140, 0.478], [-0.678, 0.256, -0.452], [0.079, 0.081, 0.119], [0.236, 0.015, -0.038], [0.283, 0.131, -0.459]],
  "nbo_charge": [-0.6102, -0.1827, -0.4516, 0.1367, -0.5313, -0.0615, -0.2953, 0.2084, 0.2124, 0.2063, 0.2124, 0.2102, 0.2188, 0.1701, 0.1751, 0.1730, 0.2094]
}